[1]
This record from the Open Molecules 2025 dataset describes 7 unconnected molecules or ions with the total composition C41H64ClN12O4 at a distorted geometry. The level of theory is the ωB97M-V functional and the def2-TZVPD basis.

Each line ends with the Löwdin charge.
Cartesian coordinates (Å):
H: 0.91426 -3.94454 4.25396  0.067
N: -0.86398 -1.35581 -2.13562  0.076
C: -3.00137 1.11133 -0.63685  -0.059
C: 0.80815 0.27744 0.13943  -0.061
C: 5.76892 2.66821 7.79892  -0.255
H: -1.28996 -6.99630 -1.32584  0.074
N: -4.88063 3.89095 -5.10870  0.144
H: 4.89447 3.98328 6.31290  0.069
H: -3.97240 -3.51334 -1.02183  0.125
C: -0.52453 -1.13411 6.45462  -0.118
H: -2.80551 -4.31022 -0.02106  0.127
N: 1.93396 1.17763 4.80562  0.151
H: -0.15089 2.31199 6.82027  0.120
H: 6.19832 2.66195 4.66990  0.091
H: 2.29943 -4.60182 3.37445  0.081
H: 8.94851 0.29840 3.57787  0.074
C: 8.20542 2.29873 3.92915  -0.253
H: -3.99298 2.85790 -1.37821  0.134
H: 0.70553 -2.65588 -2.64382  0.119
H: -6.83162 1.49143 -4.74821  0.096
C: -5.84288 3.26889 -5.13995  -0.254
C: -3.16613 -6.63071 -0.72364  -0.504
H: -0.64450 -5.12583 2.68985  0.115
H: -0.67427 -1.95850 7.15145  0.072
C: 4.27077 1.66092 9.49423  -0.245
H: 8.90068 2.76630 3.23059  0.113
H: -1.27505 -4.24557 -3.27615  0.133
H: 1.34425 1.18950 -8.99596  0.080
H: -2.91867 -5.66822 -2.64942  0.104
H: -0.85100 1.95756 -2.04365  0.133
H: 1.91614 2.66565 -1.99221  0.119
C: 6.89400 3.09569 3.95038  -0.186
H: 0.72017 -5.81624 1.83102  0.110
H: 8.65878 2.36053 4.91978  0.105
C: 0.39087 -4.94360 2.39707  -0.251
H: -1.28784 0.35988 7.80517  0.110
C: -0.02892 -2.51447 2.14765  -0.236
C: 2.87808 1.18634 0.89461  -0.064
H: -7.01660 4.28176 -7.36600  0.071
N: -4.66179 0.42720 -3.49397  0.160
H: 6.64643 2.43985 7.18915  0.095
H: 1.77289 -0.32576 1.92826  0.081
H: -8.66207 4.16391 -6.73435  0.079
C: 0.71931 0.59889 -8.32512  -0.109
H: -3.79294 0.79185 0.03083  0.139
H: 0.69086 -0.42096 -8.70816  0.072
C: -7.54709 2.30432 -6.63743  -0.259
H: 3.75186 2.70968 -0.29900  0.091
H: 5.16869 0.59051 7.95994  0.120
H: 0.37829 -1.34602 5.87924  0.059
C: -0.69224 1.16786 -8.23179  -0.254
H: 1.20146 0.57084 -7.34611  0.057
H: 7.59847 0.74259 2.54078  0.070
N: -2.08190 -7.52975 -0.97924  0.113
H: -0.17021 -3.88073 0.58544  0.094
C: 1.80810 0.32338 1.06932  -0.076
C: 0.13636 -1.44539 -4.34159  -0.820
H: -1.07322 1.46325 5.57871  0.121
C: -1.89132 -2.09184 -1.64563  -0.249
C: -2.31193 -0.08986 -1.14690  -0.255
N: -2.79514 -1.32673 -1.04330  0.249
C: 0.98632 1.26533 5.44326  -0.234
Cl: 1.28997 -2.25222 -5.34103  0.776
H: 4.30585 2.32089 6.22890  0.058
C: -7.05699 2.46154 -5.19085  -0.191
C: 1.88653 2.00403 -1.13967  -0.023
H: -8.26478 3.47593 -8.30808  0.073
O: -0.75379 -0.80037 -4.79398  0.067
O: -3.84887 -6.72705 0.25232  0.133
N: 3.37408 1.86855 10.17524  0.148
N: 0.31387 2.77032 -5.34785  0.149
H: -1.29482 0.55119 -7.56205  0.101
C: 6.25284 3.09671 2.64103  -0.216
H: -8.42766 1.66042 -6.63132  0.108
H: 0.19195 0.95258 -2.98937  0.109
H: -0.15026 3.27219 -8.39322  0.126
H: -4.99637 -0.51261 -3.32444  0.107
H: -0.00272 -0.41243 0.32430  0.084
H: -1.74175 2.99971 -7.68745  0.121
H: 1.21402 -5.67770 4.25396  0.079
C: 2.91619 2.03572 -0.19880  -0.054
C: 0.44790 -3.71938 1.47246  -0.181
H: -2.33450 -8.18752 -1.70975  0.097
H: 6.26113 1.11582 9.24031  0.118
C: -4.82038 1.19702 -2.33971  -0.543
H: 6.05347 3.48073 8.46900  0.115
H: 1.47195 -3.53889 1.13809  0.125
H: -2.90937 2.14839 -2.57228  0.111
H: -1.36803 -1.11579 5.76266  0.069
C: 0.83725 1.11177 -0.96734  -0.215
H: -4.48590 -5.51885 -1.90747  0.128
H: 0.44931 0.14787 7.88819  0.111
C: 4.61396 3.11609 6.91174  -0.118
H: 7.31360 0.34352 4.23901  0.075
C: -7.89168 3.63438 -7.29697  -0.108
N: -0.40485 -1.58269 2.69930  0.188
C: -0.72011 2.61985 -7.73086  -0.176
C: 5.41745 1.42236 8.62147  -0.188
C: -0.15005 2.70913 -6.39200  -0.234
H: -2.29194 1.73717 -0.10239  0.136
N: 5.77407 3.07837 1.60097  0.168
C: 0.34802 -1.65864 -2.85150  -0.094
O: -5.90128 1.27753 -1.80916  0.090
C: -3.62670 1.92292 -1.78637  -0.089
C: -3.41925 -5.50134 -1.70357  -0.080
H: 3.67442 1.20147 1.62104  0.090
H: 1.14048 -0.98462 -2.52101  0.143
H: 7.08047 4.12868 4.24572  0.124
H: -6.78068 1.79269 -7.22283  0.109
N: -2.00810 -3.42580 -1.72571  -0.082
C: -0.39675 0.18895 7.20030  -0.254
H: -1.16606 1.12876 -9.21286  0.110
C: 8.00196 0.83693 3.54972  -0.106
C: -0.25281 1.05685 -2.01241  -0.051
C: -3.09543 -4.14412 -1.05770  -0.086
C: 1.25593 -4.77928 3.64041  -0.096
C: -0.22001 1.38228 6.25445  -0.185
O: -1.01302 -4.15336 -2.34790  0.034
N: -1.14814 -0.06078 -1.77384  0.034
H: 3.75116 3.40475 7.51258  0.072
H: -3.70690 0.42631 -3.83025  0.085
H: -7.82280 2.93969 -4.57873  0.127

Computed properties:
Multiplicity ... 1
F_max ... 1.02 eV Å⁻¹
Energy ... -3018.6343 a.u.
HOMO level ... -11.6 eV
LUMO ... -2.70 eV
Total charge ... +1



[2]
This record from the Open Molecules 2025 dataset describes 9 unconnected molecules or ions with the total composition C41H65N4O26 at a distorted geometry. The level of theory is the ωB97M-V functional and the def2-TZVPD basis.

Each line ends with the Löwdin charge.
Cartesian coordinates (Å):
C: -6.76526 -2.03225 -3.07464  -0.030
O: -6.74498 -4.85027 -0.76393  0.075
O: -3.01555 2.35666 -4.26616  -0.026
C: -6.26422 -3.23579 -2.31658  -0.317
C: -8.67184 2.52626 -4.53253  -0.075
C: 9.48909 1.32110 5.74180  -0.560
H: 7.23985 -5.05854 -0.24615  0.140
H: -5.49563 -0.30559 -0.43185  0.119
H: -0.23540 0.68826 -4.00792  0.091
C: -2.00536 -6.28446 -0.18242  -0.315
C: 1.28526 3.33684 1.72197  -0.018
H: -3.94446 -6.87401 -0.89068  0.091
O: -5.52408 -3.97709 0.92233  0.162
O: 0.92509 2.01680 -1.24211  0.128
C: -5.23999 2.58189 -5.21064  -0.150
H: 2.30239 -1.56716 1.47255  0.092
C: 7.36562 1.68596 6.44179  -0.318
N: -10.31980 1.69081 -2.08752  0.186
H: -4.12674 0.80360 2.61076  0.094
O: 13.13813 2.27032 1.13657  0.081
C: -3.47600 -6.52598 0.02955  -0.010
H: 0.88683 4.85199 3.92056  0.140
H: -8.26922 -3.84328 -1.71286  0.141
O: -5.89980 1.72342 -0.66848  0.037
H: -1.85465 -5.05431 1.60580  0.142
C: -3.79764 3.12739 -5.18595  -0.157
O: 5.33576 -2.46344 -0.08441  0.085
H: -3.98180 -5.60913 0.33138  0.061
C: -1.94578 1.69526 -4.78615  -0.535
H: 1.28658 -2.95829 1.06556  0.066
H: -6.81740 4.02678 -5.51771  0.113
O: 10.64662 1.04513 5.75401  0.150
C: 6.15462 0.89930 6.85534  -0.017
N: -9.11906 0.14210 -4.93365  0.155
H: 7.43586 2.61864 7.00740  0.161
C: -9.96389 0.84228 -3.08733  -0.350
C: -1.25096 -5.74715 1.01476  -0.077
H: 1.29820 -2.17591 -1.85936  0.112
H: -5.45988 2.29936 -6.24582  0.113
C: 6.67241 -2.97313 0.12101  -0.322
H: -0.25950 -1.42060 -0.18322  0.150
H: -7.17253 -2.34030 -4.03855  0.082
C: 6.59369 -4.27962 -0.64074  -0.082
H: -0.42395 3.70148 4.28180  0.137
C: -5.91301 0.77812 1.42244  -0.319
C: 0.64931 3.81147 4.15250  -0.087
H: 6.78623 -4.14716 -1.70750  0.141
C: -7.29841 -4.28409 -1.95629  -0.082
C: -5.28325 0.64431 0.05344  -0.082
H: -5.94430 -1.33654 -3.25440  0.090
H: 0.65539 -1.64970 2.08504  0.086
H: -7.52911 3.37692 -2.87954  0.112
H: 6.16004 0.70739 7.92792  0.090
O: 8.58811 0.94876 6.67277  0.090
C: -7.35929 2.79881 -3.79032  -0.160
H: 13.94114 4.21899 3.57323  0.138
C: 1.24857 2.85277 3.14493  -0.320
C: 13.36195 2.36476 2.56072  -0.322
C: -6.32619 3.53707 -4.66995  -0.174
H: -4.20404 0.80950 0.07240  0.145
O: -1.77776 -5.22656 -1.13994  0.086
O: 8.89389 2.05279 4.76882  0.054
H: -5.20105 1.67333 -4.60538  0.103
H: 8.70750 -2.42472 -0.25590  0.095
H: 7.66898 -1.07342 0.21501  0.089
H: -6.90637 1.85307 -3.48326  0.100
H: -7.53051 -1.49778 -2.50708  0.076
H: 1.76974 2.60797 1.07959  0.066
H: 7.54194 -1.74149 -1.40826  0.094
H: 12.30562 4.23882 2.86718  0.139
H: -3.62568 -7.28270 0.79934  0.100
H: -0.84180 -6.51844 1.66105  0.142
H: -9.77556 -1.85197 -4.74970  0.149
H: -10.93732 2.46006 -2.28636  0.121
H: 12.47671 1.72152 4.40394  0.077
C: 13.58235 3.40923 0.55836  -0.570
H: 7.10267 1.11928 4.36030  0.138
O: 13.84707 4.34471 1.50307  0.060
O: -6.62662 3.76344 -0.06589  0.157
H: -1.51823 -7.18354 -0.56938  0.160
C: -6.24543 2.67726 0.23364  -0.572
C: 12.33076 1.59065 3.33672  -0.030
H: 6.13639 -0.06803 6.35042  0.093
C: 4.50974 -3.51374 -0.28047  -0.546
O: 3.32010 -3.43940 -0.28759  0.150
C: -5.08127 0.27763 2.57195  -0.010
H: -6.90352 0.31311 1.43742  0.157
H: 2.66822 -1.36689 -1.07038  0.122
O: 1.31355 -0.08357 -1.95560  0.065
H: 12.40526 0.52825 3.10539  0.092
H: 1.84666 4.26962 1.64562  0.097
H: -1.12063 1.63643 -2.80373  0.080
H: -3.35122 3.10089 -6.18046  0.123
O: -6.11160 2.20894 1.48915  0.094
H: -8.63817 0.16596 -5.82233  0.193
C: 7.47375 1.95564 4.95699  -0.086
H: 0.27528 3.49740 1.34691  0.097
H: -3.77007 4.16044 -4.82939  0.127
C: 1.28961 -1.88493 1.22695  -0.018
O: 0.85064 0.27635 0.18103  0.067
N: -10.26530 -0.46449 -3.17922  0.187
H: -7.42551 -5.05447 -2.71219  0.142
O: -0.18788 -5.01014 0.39304  0.063
C: -0.79688 1.60634 -3.84402  0.024
H: 6.98666 2.87369 4.64105  0.140
O: 1.33185 3.44880 5.36279  0.068
C: 0.78752 -1.16414 0.00333  -0.303
C: -5.97776 -3.90930 -0.17163  -0.564
C: 1.60074 -1.32730 -1.25974  -0.070
H: 0.75963 1.87584 3.20263  0.157
C: 13.32582 3.86552 2.75023  -0.093
H: 11.32533 1.91891 3.07401  0.086
O: 13.71762 3.57267 -0.61066  0.161
H: -5.59195 0.44683 3.51874  0.092
O: -0.03975 -3.84636 -1.52987  0.159
H: -5.42630 -3.69137 -2.85072  0.166
H: -0.12934 2.45572 -4.01007  0.110
C: 1.02052 0.84218 -1.03440  -0.587
H: 14.36613 1.97862 2.75824  0.158
C: -9.73402 -0.86482 -4.31195  -0.109
H: -9.40270 3.32039 -4.38920  0.139
O: -5.80429 -2.85332 -1.01024  0.066
N: -9.25584 1.23349 -4.15073  0.005
C: 7.71110 -1.99634 -0.36158  -0.018
H: -9.98589 1.55336 -1.14922  0.119
C: -0.61182 -4.61755 -0.82535  -0.547
H: -5.85459 4.33296 -4.09035  0.115
O: 3.40464 2.67017 5.77865  0.149
H: -8.45150 2.43317 -5.60011  0.130
O: 5.21491 -4.64670 -0.47000  0.075
C: 2.52296 2.91460 5.01613  -0.564
H: 6.78748 -3.16054 1.19194  0.159
H: 5.25038 1.45057 6.60250  0.064
O: 2.57826 2.69591 3.68640  0.089
O: -1.98196 1.23188 -5.88296  0.120
H: -4.89814 -0.79151 2.46152  0.093

Computed properties:
Multiplicity ... 1
F_max ... 1.01 eV Å⁻¹
Energy ... -3776.4745 a.u.
HOMO level ... -11.3 eV
LUMO ... -3.40 eV
Total charge ... +1